(1)
Density functional theory data (ωB97M-V with the def2-TZVPD basis set) for a cluster of 3 separate species, C7H21NO2 in total in a non-equilibrium geometry.

Structure (XYZ):
```
31
Properties=species:S:1:pos:R:3:forces:R:3
C -2.818 2.127 -0.234 1.00 2.27 -0.42
C -1.383 1.646 -0.603 -2.19 -1.94 1.26
C -0.380 1.775 0.543 2.68 1.94 -2.11
C 0.484 0.534 0.895 -0.18 -0.40 0.80
N 0.551 -0.540 -0.128 0.50 -0.19 2.78
C 0.230 -1.904 0.448 -1.34 0.21 -1.74
C -1.264 -2.123 0.792 0.56 3.06 1.23
C 0.684 -2.931 -0.623 1.01 0.36 1.70
H -3.304 1.402 0.409 -0.42 -0.01 -0.25
H -3.351 2.467 -1.150 -0.13 -1.01 0.57
H -2.757 3.094 0.314 0.02 -0.58 0.06
H -1.034 2.137 -1.515 0.01 -0.48 0.08
H -1.626 0.540 -0.701 0.81 1.14 -0.82
H -0.708 2.228 1.450 -0.98 0.00 0.71
H 0.280 2.618 0.109 -0.50 -1.48 1.04
H 0.015 0.147 1.842 0.42 -0.06 -0.83
H 1.541 0.769 1.209 -0.96 0.35 -0.34
H 0.105 -0.255 -0.975 -0.50 -0.49 -0.37
H 0.687 -2.002 1.443 0.66 0.18 -0.59
H -1.973 -2.084 -0.001 -0.22 -0.52 -1.04
H -1.537 -1.179 1.369 0.06 -1.19 -0.18
H -1.396 -2.954 1.452 -0.20 -0.65 0.21
H 1.176 -2.343 -1.381 -0.20 -0.30 -0.75
H -0.087 -3.612 -0.910 -0.69 -0.03 -0.65
H 1.450 -3.581 -0.210 0.31 -0.14 0.09
O 2.014 2.757 -1.176 1.15 -0.21 0.16
H 2.640 3.324 -0.708 -0.37 0.60 0.00
H 2.578 1.970 -1.189 -0.51 -0.39 -0.39
O 3.330 -1.235 -0.554 -0.08 0.42 0.65
H 3.206 -2.089 -0.129 0.22 -0.21 -0.12
H 2.647 -0.705 -0.089 0.08 -0.27 -0.74
```
Forces are in eV/Å.

The LUMO energy is 0.772 eV. As for the molar mass: 151.25 g/mol. As for the HOMO energy: -0.3187 hartree. As for the relative energy (zero: lowest compared OMol25 entry of this formula, charge and spin): 29.6 kcal/mol. As for the gap between HOMO and LUMO: 9.445 eV. Its net charge is 0. The calculation puts the total energy at -484.47142 Eh.

Computed Mulliken charges, given in elementary charges: -1.33, -0.24, -0.49, -0.90, -0.25, 0.65, -1.53, -1.51, 0.32, 0.33, 0.32, 0.41, 0.05, 0.55, 0.22, 0.41, 0.24, 0.29, 0.31, 0.40, 0.27, 0.46, 0.47, 0.42, 0.27, -0.63, 0.31, 0.31, -0.68, 0.29, 0.27


(2)
Density functional theory data (ωB97M-V with the def2-TZVPD basis set) for a structure of composition C31H33BN9O2Ru in a non-equilibrium geometry.

Structure (XYZ):
```
77
Properties=species:S:1:pos:R:3:forces:R:3
Ru 15.079 12.018 8.012 0.43 -0.59 -0.05
C 13.986 14.339 5.551 0.04 -0.18 -0.52
C 14.728 14.892 6.704 0.69 0.44 -0.46
C 14.962 16.242 7.021 -0.79 -0.63 0.35
C 15.583 16.163 8.249 0.75 0.81 0.06
N 15.829 14.875 8.556 0.89 1.00 0.38
N 15.360 14.109 7.596 -2.06 -0.11 -1.56
B 16.796 14.204 9.554 0.03 0.90 1.36
N 17.662 13.175 8.811 -1.18 0.09 -0.56
C 18.952 13.259 8.601 2.04 1.47 1.14
C 19.376 12.177 7.870 1.87 -0.01 -0.60
C 18.242 11.468 7.607 -1.19 -0.87 -0.32
C 18.138 10.198 6.855 0.34 -0.57 -0.78
N 17.163 12.092 8.131 0.22 -0.15 0.51
N 15.940 13.483 10.624 0.89 -0.14 -0.88
C 15.690 13.686 11.930 -0.68 -0.73 -0.71
C 14.695 12.771 12.263 -0.04 0.12 0.69
C 14.456 12.026 11.122 -1.40 -1.90 -0.39
C 13.515 10.838 10.914 -0.28 1.70 1.18
N 15.205 12.434 10.123 0.59 1.47 0.67
N 17.691 15.272 10.168 -0.70 -0.90 -0.15
C 18.219 16.300 9.503 1.47 1.53 0.48
C 19.147 16.928 10.341 -0.61 -1.54 -0.19
C 19.139 16.116 11.535 -1.53 0.04 -2.31
C 19.934 16.285 12.738 0.70 0.96 0.77
N 18.247 15.121 11.391 0.68 0.64 0.46
H 13.982 13.268 5.644 -0.05 -0.58 -0.21
H 14.445 14.582 4.577 -0.15 0.05 0.48
H 12.944 14.661 5.538 0.06 0.17 0.02
H 14.633 17.112 6.451 0.17 -0.36 0.43
H 16.002 16.963 8.843 -0.42 -0.19 0.10
H 19.550 14.097 9.050 -0.76 -1.05 -0.54
H 20.404 11.946 7.513 -1.10 0.23 0.51
H 19.150 9.831 6.640 -0.26 -0.01 0.30
H 17.718 10.385 5.859 -0.21 -0.12 0.25
H 17.566 9.394 7.354 0.33 0.59 -0.19
H 16.249 14.408 12.513 -0.19 -0.08 -0.28
H 14.176 12.638 13.196 0.23 0.05 0.12
H 13.621 10.162 11.724 0.23 -0.72 0.87
H 13.597 10.272 10.026 0.56 -0.19 -1.07
H 12.482 11.172 10.971 -0.20 0.21 -0.05
H 17.926 16.548 8.492 0.28 -0.10 0.19
H 19.799 17.735 10.051 -0.06 0.15 0.25
H 19.579 15.651 13.526 -0.17 -0.48 0.40
H 19.863 17.334 13.119 0.34 -0.78 -0.40
H 20.972 16.010 12.513 -0.07 0.31 0.29
N 13.142 11.960 7.885 -1.51 -0.98 -0.29
C 11.983 11.415 7.722 0.98 0.08 -0.31
C 10.705 12.149 7.990 1.33 0.78 -0.44
C 9.525 11.471 7.846 -1.56 -0.19 -0.49
C 8.307 12.161 7.903 0.15 0.15 -0.16
C 8.308 13.548 8.051 -0.11 -1.29 0.18
C 9.499 14.230 8.181 0.62 0.98 -0.04
C 10.711 13.555 8.136 0.21 -0.42 0.30
C 11.842 9.961 7.193 0.82 2.09 -0.57
C 12.103 9.624 5.851 0.15 0.58 0.90
C 11.871 8.344 5.468 -0.14 -2.23 -0.81
C 11.385 7.366 6.348 0.20 1.59 1.13
C 11.142 7.731 7.674 -0.14 -0.06 -0.07
C 11.367 9.058 8.095 -0.12 -1.72 -1.08
H 9.557 10.430 7.548 -0.33 0.13 0.32
H 7.352 11.658 7.758 0.36 -0.06 0.08
H 7.365 14.058 8.073 -0.23 0.31 -0.03
H 9.438 15.322 8.267 0.35 -0.50 0.02
H 11.689 14.044 8.200 -0.51 0.09 0.00
H 12.513 10.290 5.115 0.04 0.53 0.12
H 12.102 7.990 4.455 -0.12 0.51 0.30
H 11.205 6.368 6.033 -0.08 -0.64 -0.31
H 10.739 6.991 8.367 0.16 0.28 -0.11
H 11.101 9.413 9.046 -0.23 0.04 1.33
C 15.049 8.810 8.233 -0.98 0.36 1.18
O 15.144 9.188 6.889 -0.13 0.67 -0.45
C 15.129 10.509 6.629 -0.07 -1.11 1.05
O 15.151 10.880 5.509 0.02 1.00 -1.48
H 15.557 7.869 8.319 -0.18 -0.63 0.17
H 13.980 8.814 8.585 1.00 -0.52 -0.53
H 15.568 9.510 8.887 0.30 0.20 0.07
```
Forces are in eV/Å.

The expectation value of S² is 6.019. The LUMO energy (alpha / beta) is -2.874 / -4.994 eV. As for the molar mass: 675.55 g/mol. As for the HOMO energy (alpha / beta): -0.4155 / -0.4155 hartree. As for the gap between HOMO and LUMO (alpha / beta): 8.433 / 6.313 eV. Its spin multiplicity is 5. Its net charge is +1. The calculation puts the total energy at -1963.93492 Eh.

Computed Mulliken charges, given in elementary charges: 0.01, -1.03, 0.70, -1.75, -0.32, 1.12, -0.29, -0.12, 0.94, 0.08, -1.60, 0.58, -1.23, 0.12, 0.48, 0.32, -1.85, 0.54, -1.15, 0.15, 0.65, -0.33, -1.34, 0.67, -1.27, -1.18, 0.07, 0.35, 0.31, 0.45, 0.99, 0.32, 0.40, 0.46, 0.26, 0.15, 0.57, 0.50, 0.56, -0.15, 0.33, 0.90, 0.39, 0.38, 0.31, 0.25, -0.30, -0.35, 1.03, -0.37, -0.92, -0.43, -0.74, -0.43, 0.59, 0.03, -0.76, -0.73, -0.94, -0.15, 0.46, 0.41, 0.42, 0.39, 0.38, 0.51, 0.38, 0.49, 0.43, 0.68, -0.41, -0.36, 0.90, -0.60, 0.45, -0.04, 0.27


(3)
Density functional theory data (ωB97M-V with the def2-TZVPD basis set) for a cluster of 2 separate species, C5H13NO in total in a non-equilibrium geometry.

Structure (XYZ):
```
20
Properties=species:S:1:pos:R:3:forces:R:3
C 2.979 -0.844 2.492 -0.17 0.26 0.18
C 1.532 -0.690 2.085 -0.41 -0.89 0.16
N 0.633 -0.833 3.109 0.09 0.34 -0.31
O 1.140 -0.577 0.941 0.39 0.42 0.04
H 3.605 -0.199 1.887 0.04 0.10 -0.06
H 3.296 -1.869 2.332 -0.03 -0.17 -0.06
H 3.090 -0.601 3.549 0.21 0.00 -0.08
H -0.319 -0.588 2.891 -0.02 -0.24 0.16
H 0.914 -0.997 4.057 -0.03 0.17 0.06
C -0.791 -0.096 -1.470 0.68 -0.11 1.00
C -2.118 0.572 -1.795 1.20 0.32 -1.41
C -1.949 1.405 -3.081 -0.01 0.51 1.12
H -0.085 0.583 -0.984 -0.16 0.43 -0.28
H -0.216 -0.518 -2.298 -0.48 -0.10 -0.26
H -0.850 -0.842 -0.683 -0.33 -0.43 -0.13
H -2.909 -0.148 -1.988 -0.25 -0.01 0.55
H -2.318 1.309 -1.026 -0.63 -0.33 0.46
H -1.116 2.085 -2.907 0.25 0.03 -0.18
H -1.701 0.778 -3.931 -0.35 0.10 -0.31
H -2.817 2.069 -3.179 0.00 -0.40 -0.66
```
Forces are in eV/Å.

The LUMO energy is 0.812 eV. As for the molar mass: 103.16 g/mol. As for the HOMO energy: -0.3652 hartree. As for the relative energy (zero: lowest compared OMol25 entry of this formula, charge and spin): 7.5 kcal/mol. As for the gap between HOMO and LUMO: 10.750 eV. Its net charge is 0. The calculation puts the total energy at -328.30682 Eh.

Computed Mulliken charges, given in elementary charges: -0.96, 0.61, -0.38, -0.57, 0.28, 0.25, 0.33, 0.23, 0.18, -1.12, -0.14, -1.17, 0.32, 0.34, 0.30, 0.29, 0.23, 0.31, 0.35, 0.32